1.
2 unconnected molecules or ions with the total composition C22H40Cl2FN3O4. Source: the OMol25 dataset; level of theory: ωB97M-V/def2-TZVPD.

The HOMO energy is -7.188 eV. Its strongest force on any atom is 5.276 eV/Å. The calculation puts the lowest unoccupied orbital energy at -0.56 eV. Its SMILES is C=CC[C@@]1(CCOC=O)C(=O)N[C@](CNC)(C[C@H](O)CN)[C@@]1(CC)C[C@H](C)F.ClCCCl. For the HOMO-LUMO gap, the calculation gives 6.63 eV. For the total energy, the calculation gives -2347.36140 a.u.

Structure (ORCA input):
```
! RIJCOSX wB97M-V def2-TZVPD def2/J DEFGRID3
* xyz 0 1
C 3.2554 -2.7668 -0.6989
C 2.4088 -1.9431 0.1856
C 1.0413 -1.4432 -0.4423
C 0.1612 -0.4002 0.4099
C -0.6465 -1.3449 1.4327
C 0.1573 -1.9613 2.6546
O -0.1506 -3.4002 2.8270
C -1.5158 -3.4467 3.2946
O -2.3558 -3.8760 2.4591
C 1.2486 0.5090 1.1211
O 2.0184 0.4726 2.0970
N 1.1614 1.8130 0.4495
C -0.3478 2.0403 0.3956
C -0.3846 3.4677 -0.3020
N -1.7078 3.9996 -0.7187
C -1.7033 4.6678 -2.0566
C -0.6604 2.1526 1.9637
C -1.8713 3.1964 2.3200
O -1.3501 4.5433 2.5552
C -2.5250 2.6749 3.7227
N -3.6924 1.7675 3.3927
C -0.7790 0.6765 -0.4144
C -2.3722 0.6011 -0.2243
C -3.2893 1.1939 -1.3857
C -0.4492 0.8748 -1.9640
C -0.8121 -0.2719 -2.9906
C -1.5113 -1.6010 -2.5003
F 0.3826 -0.6639 -3.7530
H 3.9269 -2.1577 -1.4110
H 3.2251 -3.9053 -0.7114
H 2.8372 -1.7376 1.2151
H 0.4334 -2.4031 -0.6547
H 1.3361 -1.0671 -1.5021
H -1.5721 -0.8304 1.9020
H -1.1004 -2.2317 0.8428
H 1.2808 -1.8635 2.6639
H -0.2206 -1.4675 3.6332
H -1.8373 -3.0844 4.3260
H 1.6850 1.9879 -0.4115
H 0.3492 3.4802 -1.1946
H 0.0642 4.2246 0.4504
H -1.9293 4.7507 -0.0387
H -1.7912 5.7969 -1.9040
H -0.8630 4.3480 -2.7554
H -2.6867 4.3512 -2.5829
H -1.0261 1.1652 2.4444
H 0.2263 2.5551 2.5865
H -2.6940 3.1627 1.5352
H -0.7734 4.4278 3.3506
H -2.9607 3.6011 4.2378
H -1.7609 2.1414 4.3880
H -3.3298 0.9340 2.9086
H -4.3483 2.2863 2.7794
H -2.7738 1.0184 0.7620
H -2.6460 -0.5256 -0.1833
H -3.4409 0.3593 -2.1730
H -2.9101 2.1005 -1.9430
H -4.3506 1.4107 -0.9857
H 0.7032 0.9937 -2.0259
H -0.8397 1.8639 -2.4136
H -1.5013 0.1856 -3.7993
H -1.0201 -2.4860 -3.0556
H -1.4717 -1.8418 -1.3927
H -2.6028 -1.5905 -2.8783
Cl 4.9472 -4.4014 -3.5506
C 6.1577 -5.5782 -2.9834
C 7.0222 -5.0185 -1.8717
Cl 8.1080 -3.7297 -2.4485
H 6.7569 -5.8877 -3.8415
H 5.6068 -6.4490 -2.6219
H 7.6568 -5.8075 -1.4632
H 6.4172 -4.6129 -1.0587
*
```

=====

2.
10 unconnected molecules or ions with the total composition C23H68N2O10. Source: the OMol25 dataset; level of theory: ωB97M-V/def2-TZVPD.

The HOMO energy is -9.128 eV. Its strongest force on any atom is 2.794 eV/Å. The value obtained for the energy relative to the best compared isomer or geometry (same formula, charge and spin) is 21.7 kcal per mole. The calculation puts the lowest unoccupied orbital energy at 0.20 eV. Its SMILES is COC[C@H](C)N.COC[C@H](C)N.CC(C)O.CC(C)O.CC(C)O.CC(C)O.CC(C)O.O.O.O. For the HOMO-LUMO gap, the calculation gives 9.33 eV. For the total energy, the calculation gives -1778.81283 a.u.

Structure (ORCA input):
```
! RIJCOSX wB97M-V def2-TZVPD def2/J DEFGRID3
* xyz 0 1
C -2.1806 1.6920 3.7565
O -2.1415 1.0192 2.5197
C -1.0804 1.3815 1.6498
C -0.8922 0.4953 0.4330
C -0.7255 -1.0587 0.6930
N 0.1692 0.8830 -0.4909
H -1.2430 1.5012 4.2786
H -3.0133 1.3179 4.3520
H -2.3419 2.7549 3.5767
H -1.2091 2.4167 1.3338
H -0.1603 1.5117 2.2195
H -1.8787 0.6054 -0.0174
H -0.2322 -1.1713 1.6584
H -0.1731 -1.6009 -0.0744
H -1.6772 -1.5524 0.8897
H 1.1221 0.8299 -0.1603
H 0.0658 0.1536 -1.1819
C -0.7097 5.2936 -7.3396
O -0.8483 6.2203 -6.3084
C -0.8590 5.6082 -4.9531
C -1.1906 6.8206 -4.0189
C -1.3354 6.6020 -2.4778
N -2.5604 7.3093 -4.3512
H 0.1402 4.6929 -7.0158
H -0.5578 5.7974 -8.2942
H -1.6216 4.7218 -7.5118
H -1.6904 4.9128 -5.0684
H -0.0142 4.9689 -4.6969
H -0.4280 7.5691 -4.2340
H -2.0936 5.8896 -2.1526
H -1.6796 7.4859 -1.9407
H -0.3321 6.3670 -2.1224
H -2.5423 8.3032 -4.1728
H -2.6643 7.1400 -5.3415
C -2.7009 5.0314 10.4316
C -3.3043 6.4390 10.8043
C -3.3597 7.2991 9.5127
O -4.6604 6.3354 11.2405
H -3.3845 4.7279 9.6386
H -2.7806 4.3056 11.2410
H -1.6552 5.2118 10.1825
H -2.6892 7.0655 11.4502
H -3.9770 6.6788 8.8629
H -2.4593 7.4958 8.9307
H -3.8111 8.2700 9.7167
H -4.6045 5.9152 12.1019
C 5.3259 -6.2784 -0.7955
C 5.4428 -5.1811 0.2527
C 5.9092 -5.7270 1.6176
O 6.4440 -4.2481 -0.1641
H 6.2519 -6.8475 -0.8780
H 5.0509 -5.7685 -1.7188
H 4.6097 -7.0745 -0.5916
H 4.4698 -4.6996 0.3504
H 5.8432 -4.8298 2.2331
H 6.9341 -6.0970 1.6453
H 5.2648 -6.5165 2.0043
H 6.8096 -4.4179 -1.0353
C 2.0470 -0.1029 -9.7748
C 2.9688 -0.7715 -8.7688
C 2.9014 -0.0169 -7.4121
O 2.6713 -2.0870 -8.6474
H 2.1989 0.9733 -9.8576
H 0.9831 -0.2907 -9.6301
H 2.2668 -0.5672 -10.7362
H 4.0143 -0.7868 -9.0767
H 1.8783 0.1953 -7.1019
H 3.4763 0.9092 -7.4118
H 3.3510 -0.5253 -6.5592
H 1.9808 -2.1923 -7.9888
C -0.9953 -3.4102 6.7963
C -0.4757 -4.9237 6.6151
C -1.5428 -5.9628 6.4642
O 0.3312 -5.0621 5.4555
H -0.0949 -2.8249 6.9828
H -1.7521 -3.2894 7.5714
H -1.5816 -3.0415 5.9547
H 0.1704 -5.1808 7.4544
H -1.3437 -6.8575 7.0540
H -1.6021 -6.4509 5.4914
H -2.5956 -5.7690 6.6694
H 1.0449 -5.5838 5.8299
C -2.6556 -5.8241 -5.5723
C -1.5647 -4.9527 -4.9480
C -0.4513 -5.7207 -4.4119
O -1.0548 -4.0769 -5.9522
H -3.1802 -6.4578 -4.8573
H -2.0123 -6.3937 -6.2430
H -3.3964 -5.2098 -6.0841
H -1.9075 -4.2226 -4.2149
H 0.2457 -5.0932 -3.8565
H 0.1968 -6.2266 -5.1275
H -0.8612 -6.4529 -3.7162
H -1.7835 -3.6155 -6.3738
O 4.5066 -0.0829 3.9223
H 3.6896 -0.5803 3.9593
H 4.6356 0.0977 2.9912
O -7.6677 1.3007 1.4365
H -6.8296 1.4944 1.8563
H -8.1520 0.7952 2.0893
O 5.5203 0.3001 -0.0381
H 6.0460 1.0413 -0.3390
H 5.9848 -0.4712 -0.3629
*
```

=====

3.
A molecular structure, C4H7GdO3. Source: the OMol25 dataset; level of theory: ωB97M-V/def2-TZVPD.

The HOMO energy (spin up / spin down) is -12.083 / -13.929 eV. Its strongest force on any atom is 5.732 eV/Å. The value obtained for the energy relative to the best compared isomer or geometry (same formula, charge and spin) is 54.0 kcal per mole. The calculation puts the lowest unoccupied orbital energy (spin up / spin down) at -6.45 / -4.77 eV. For the HOMO-LUMO gap (spin up / spin down), the calculation gives 5.63 / 9.16 eV. For the total energy, the calculation gives -1147.59882 a.u.

Structure (ORCA input):
```
! RIJCOSX wB97M-V def2-TZVPD def2/J DEFGRID3
* xyz 1 9
O -0.4066 0.8105 -2.3931
C -0.4550 1.8482 -1.4906
C 0.1195 1.4752 -0.1603
O -0.3357 0.2175 0.2185
C 0.3873 -0.5571 1.1851
C -0.0195 -2.0125 0.9492
O 0.0534 -2.3528 -0.3971
Gd -0.4397 -1.0331 -1.7690
H -1.4322 2.3734 -1.4390
H 0.9781 1.8835 0.3847
H 0.1434 -0.2103 2.2000
H 1.4643 -0.4173 0.9991
H -1.0455 -2.1525 1.3483
H 0.6461 -2.6392 1.5739
H 0.3421 2.7664 -1.2095
*
```